(1)
Below is C20H21ClN4O4 as an isolated structure in a non-equilibrium geometry, with properties calculated with ωB97M-V with the def2-TZVPD basis set.

XYZ file:
```
50
Properties=species:S:1:pos:R:3:nbo_charge:R:1
Cl 3.319 -0.864 -5.634 0.102
O 1.711 -0.209 0.764 -0.546
O -1.080 0.140 -2.518 -0.270
O 6.165 0.755 -1.841 -0.470
O 1.193 0.990 -4.727 -0.482
N -3.032 0.272 1.044 -0.348
N -0.289 -1.185 1.429 -0.448
N -3.954 1.063 1.649 -0.219
N -1.226 0.184 -1.135 -0.186
C 3.471 0.049 -4.354 -0.212
C -6.428 -0.471 4.129 -0.409
C 0.161 -0.440 -0.758 0.048
C 0.604 -0.409 0.599 0.639
C 0.173 -0.288 -2.979 0.336
C 4.083 1.539 -2.193 -0.307
C -5.328 0.507 5.101 -0.287
C 2.492 1.033 -4.079 0.244
C 2.723 1.883 -2.968 -0.173
C -2.544 -0.941 1.680 0.132
C 0.971 -0.621 -1.780 -0.269
C 4.577 -0.075 -3.910 -0.175
C 0.215 -1.354 2.828 -0.396
C 0.371 0.094 -4.420 -0.064
C 6.314 1.250 -0.784 -0.167
C -5.314 0.624 3.646 -0.289
C -3.463 -0.996 2.852 -0.292
C 4.995 0.730 -2.581 0.303
C -1.656 -1.688 1.131 -0.295
C -4.385 0.252 2.640 0.161
H 7.209 0.993 -0.363 0.184
H -5.765 1.316 3.173 0.227
H -0.692 -0.466 3.397 0.177
H -2.456 0.672 0.285 0.426
H 1.250 -0.647 3.147 0.250
H -1.542 -2.601 1.625 0.221
H 4.122 2.295 -1.523 0.224
H 0.223 -2.214 3.257 0.168
H 6.369 2.435 -0.971 0.102
H 0.774 -1.020 -4.672 0.135
H -6.051 -1.553 3.864 0.202
H -7.316 -0.352 4.471 0.184
H -1.479 -1.888 0.229 0.244
H -4.405 -0.450 5.441 0.181
H -3.379 -1.721 3.509 0.197
H 5.433 -0.644 -4.165 0.238
H -5.677 1.064 5.733 0.165
H 1.805 -0.961 -1.809 0.207
H 1.880 2.562 -2.694 0.248
H -0.555 0.194 -4.754 0.214
H 5.413 1.160 -0.012 0.147
```

Calculated values
* energy relative to the best compared isomer or geometry (same formula, charge and spin): 2315.75 kJ/mol
* LUMO level: -0.1219 eV
* Kohn-Sham gap: 8.25 eV
* largest force on an atom: 0.347 Eh/bohr
* charge: 0
* molecular weight: 416.86 g mol⁻¹

***

(2)
Below is a 3-piece molecular cluster, C20H21ClNO13P overall in a non-equilibrium geometry, with properties calculated with ωB97M-V with the def2-TZVPD basis set.

XYZ file:
```
57
Properties=species:S:1:pos:R:3:nbo_charge:R:1
Cl 4.252 1.577 -5.176 -0.005
P 0.578 1.671 -4.414 1.188
O 1.049 5.553 -3.790 -0.496
O -5.928 -3.196 -2.467 -0.640
O -1.203 -0.356 2.781 -0.683
O 4.244 0.123 0.643 -0.521
O -3.498 0.408 1.092 -0.646
O -5.800 -0.495 -2.939 -0.517
O 6.465 0.904 0.018 -0.553
O 3.091 4.103 -4.376 -0.521
O 1.727 3.460 -2.518 -0.514
O 0.712 -4.019 6.587 -0.638
O -3.548 -2.302 1.520 -0.541
O 1.351 -0.265 3.784 -0.547
O -1.812 -4.164 5.518 -0.509
N -0.707 2.693 -4.332 -1.263
C -1.102 -3.248 5.119 0.467
C -4.744 -2.813 -0.456 -0.361
C -4.094 -0.446 0.182 0.294
C -0.767 -1.287 3.706 0.351
C 1.884 4.501 -3.580 0.966
C -1.571 -2.263 4.132 -0.366
C 2.136 1.582 0.073 -0.446
C -5.307 -2.346 -1.571 0.301
C 1.091 -2.132 5.212 -0.361
C -4.087 -1.901 0.494 0.477
C -4.655 0.022 -0.935 -0.357
C 3.429 2.713 -3.964 0.089
C 0.629 -1.161 4.208 0.463
C -5.290 -0.893 -1.897 0.467
C 2.022 2.229 -3.265 -0.075
C 2.449 0.856 -2.482 -0.445
C 5.291 1.191 0.632 0.580
C 1.615 0.555 -1.102 -0.433
C 0.285 -3.105 5.641 0.304
C 2.996 0.718 1.186 -0.099
H -4.665 1.077 -1.175 0.251
H -0.439 0.243 2.634 0.505
H 0.434 0.604 -1.246 0.228
H 4.122 2.892 -3.020 0.219
H -3.166 -0.170 1.813 0.514
H 0.171 0.320 -4.032 -0.014
H -6.255 -2.619 -3.191 0.505
H 1.849 -0.571 -0.784 0.228
H -2.588 -2.367 3.774 0.264
H 2.286 -0.160 1.554 0.219
H 2.842 2.425 -0.332 0.214
H 2.102 -2.018 5.582 0.250
H -0.050 -4.622 6.729 0.506
H 1.060 1.681 -5.772 -0.015
H -1.552 2.155 -4.035 0.372
H 1.249 2.114 0.658 0.232
H -4.747 -3.867 -0.208 0.249
H 3.618 0.764 -2.265 0.250
H 3.192 1.458 2.094 0.195
H 5.148 2.240 1.182 0.180
H 2.208 -0.047 -3.225 0.235
```

Calculated values
* energy relative to the best compared isomer or geometry (same formula, charge and spin): 715.94 kJ/mol
* SMILES: N=[PH2][C@]1(CCCCOC=O)OC(=O)O[C@@H]1Cl.O=C1C=C(O)C(=O)C=C1O.O=C1C=C(O)C(=O)C=C1O
* LUMO level: -2.0494 eV
* Kohn-Sham gap: 6.69 eV
* largest force on an atom: 0.207 Eh/bohr
* charge: 0
* molecular weight: 549.81 g mol⁻¹

***

(3)
Below is C20H21CrIN4O5S4 as an isolated structure in a non-equilibrium geometry, with properties calculated with ωB97M-V with the def2-TZVPD basis set.

XYZ file:
```
56
Properties=species:S:1:pos:R:3:mulliken_spin:R:1
I -2.808 -1.158 -4.202 -0.057
Cr -0.582 -0.071 -3.215 2.414
S -1.154 0.304 0.364 0.726
S 2.884 0.457 -1.712 0.000
S -1.461 -0.731 3.193 0.026
S 2.156 -2.841 -1.344 0.000
O -1.314 1.256 -2.182 -0.043
O 0.013 0.880 -4.633 -0.102
O 0.550 -0.299 -4.770 -0.192
O 3.186 1.581 -2.560 0.000
O 3.897 -0.541 -1.436 0.001
N -0.086 -1.919 1.338 0.193
N 1.543 -0.214 -2.204 0.017
N 0.049 -1.864 -2.385 -0.009
N 1.145 2.586 3.578 0.000
C 0.037 -2.676 2.466 -0.022
C -0.636 -2.189 3.606 0.082
C 1.248 -1.509 -1.985 -0.034
C -0.817 -0.856 1.555 -0.095
C -1.478 3.430 -1.253 0.000
C 2.438 1.128 -0.136 0.003
C 0.785 -3.878 -1.623 -0.001
C 1.218 2.746 1.159 0.009
C -2.374 2.937 -3.539 0.007
C -3.504 1.985 -1.528 -0.001
C 1.563 2.085 2.335 0.011
C -0.598 -2.897 4.810 -0.047
C -2.156 2.378 -2.130 0.016
C 0.770 -3.873 2.535 0.058
C 1.659 2.274 -0.068 -0.012
C 2.793 0.467 1.032 0.006
C 0.131 -4.066 4.859 0.078
C 2.361 0.945 2.261 -0.003
C 0.815 -4.550 3.729 -0.033
C -0.224 -3.191 -2.192 -0.006
H -1.297 3.021 -0.254 -0.003
H -1.133 -2.542 5.680 -0.003
H 0.816 -4.926 -1.376 0.000
H -2.102 4.322 -1.155 0.000
H 1.377 -5.471 3.802 -0.001
H -4.183 2.840 -1.481 0.001
H 0.171 -4.627 5.784 0.006
H -2.799 2.157 -4.174 0.002
H -3.371 1.595 -0.516 -0.001
H -1.184 -3.571 -2.509 0.000
H 2.631 0.421 3.171 0.001
H 0.284 3.113 3.525 0.000
H 1.278 -4.229 1.647 0.001
H -0.517 3.710 -1.688 0.001
H 1.059 1.867 4.278 0.000
H -3.046 3.802 -3.538 -0.001
H 3.388 -0.434 0.968 0.001
H 0.589 3.627 1.206 0.000
H -1.420 3.239 -3.965 0.000
H 1.368 2.765 -0.988 0.002
H -3.958 1.203 -2.140 0.003
```

Calculated values
* LUMO level (alpha / beta): 1.9484 / -0.3206 eV
* spin multiplicity: 4
* Kohn-Sham gap (alpha / beta): 6.82 / 4.57 eV
* largest force on an atom: 0.066 Eh/bohr
* charge: -1
* ⟨S²⟩: 3.98
* molecular weight: 704.58 g mol⁻¹

***

(4)
Below is one molecule with the formula C20H21F2N3O4 in a non-equilibrium geometry, with properties calculated with ωB97M-V with the def2-TZVPD basis set.

XYZ file:
```
50
Properties=species:S:1:pos:R:3:nbo_charge:R:1
F 6.560 -2.349 -0.382 -0.306
F 10.512 0.142 0.103 -0.318
O 5.048 -0.206 -0.029 -0.470
O 1.830 1.320 -0.106 -0.259
O 0.107 -2.629 0.960 -0.603
O -4.664 -2.798 0.338 -0.630
N -3.972 -0.669 0.068 -0.433
N 0.634 0.688 -0.106 -0.130
N -1.347 -1.526 -0.358 -0.413
C -2.908 0.273 -0.209 -0.220
C 6.394 -0.028 0.020 0.216
C -1.840 -0.383 -1.079 -0.227
C -5.958 0.389 -1.001 -0.414
C -5.384 0.984 1.319 -0.420
C -6.669 1.674 -0.580 -0.402
C 8.553 -1.138 -0.145 -0.333
C -2.362 -2.530 -0.144 -0.325
C -0.164 -1.654 0.281 0.650
C -5.778 2.231 0.527 -0.401
C 0.859 -0.585 0.118 0.050
C 4.212 0.905 0.179 -0.108
C 2.803 0.422 0.127 0.294
C -3.769 -2.004 0.120 0.675
C 7.177 -1.176 -0.169 0.383
C -5.318 -0.163 0.290 -0.056
C 7.050 1.178 0.237 -0.257
C 2.251 -0.814 0.285 -0.303
C 8.435 1.238 0.265 -0.281
C 9.168 0.084 0.075 0.390
H -2.434 0.611 0.721 0.199
H 2.736 -1.746 0.481 0.264
H -6.638 -0.333 -1.448 0.223
H -2.282 -0.729 -2.020 0.196
H 6.491 2.087 0.384 0.224
H -4.445 1.107 1.854 0.214
H -5.183 0.613 -1.736 0.196
H -6.291 2.966 1.145 0.214
H -3.330 1.143 -0.716 0.208
H -6.795 2.369 -1.409 0.212
H 8.941 2.174 0.433 0.234
H -4.897 2.709 0.095 0.191
H -1.036 0.323 -1.277 0.256
H 4.361 1.671 -0.596 0.202
H -2.063 -3.152 0.705 0.274
H 4.406 1.362 1.163 0.202
H -6.157 0.760 2.053 0.215
H 9.130 -2.036 -0.293 0.249
H -2.436 -3.190 -1.018 0.224
H -5.881 -1.028 0.649 0.255
H -7.653 1.439 -0.174 0.199
```

Calculated values
* SMILES: O=C(c1cc(COc2ccc(F)cc2F)on1)N1CCN(C2CCCC2)C(=O)C1
* LUMO level: 0.5187 eV
* Kohn-Sham gap: 9.57 eV
* largest force on an atom: 0.022 Eh/bohr
* charge: 0
* molecular weight: 405.40 g mol⁻¹